Entry 1:
Entry from the Open Molecules 2025 dataset: a 3-piece molecular cluster, C21H31BrNO7P overall at a distorted geometry (the ωB97M-V functional and the def2-TZVPD basis).

```
62
C21H31BrNO7P (the ωB97M-V functional and the def2-TZVPD basis)
N 5.8456 1.5575 0.3362
C 4.5840 0.7326 0.4532
C 3.4802 1.6538 1.1695
C 2.3172 0.7987 1.9378
C 0.8351 1.2693 1.5024
C 0.4031 2.7792 1.5912
P 1.5438 4.1499 2.2588
O 0.7130 4.9391 3.5334
Br 1.6628 5.6181 0.4994
C -1.0270 3.2614 1.1247
C -2.0165 2.2127 0.5843
C -1.6619 0.6803 0.5152
C -0.2523 0.2573 0.9695
C 0.1851 -1.2841 0.9129
C 0.4590 -1.9034 2.3866
O 0.0133 -1.4141 3.4443
O 1.3005 -3.0552 2.4762
C -2.8052 -0.2731 -0.0173
O -2.9287 -1.4985 0.2228
C -3.9616 0.4001 -0.9175
C -4.2742 1.7971 -0.8541
C -3.4470 2.7729 0.0886
O -3.7854 3.9270 0.4389
H 5.5913 2.4629 -0.1065
H 6.1162 1.8133 1.3046
H 4.7546 -0.1892 1.1304
H 4.2046 0.4377 -0.5829
H 2.9722 2.4247 0.4695
H 4.0189 2.2434 2.0083
H 2.3530 0.9468 3.0784
H 2.5299 -0.2945 1.6996
H -0.2427 5.0861 3.3019
H -1.3420 4.3521 1.1579
H 1.2050 -1.3467 0.3690
H -0.5263 -1.9497 0.3217
H 1.4773 -3.4114 1.5681
H -4.5787 -0.2278 -1.6361
H -5.1151 2.2569 -1.4694
C -4.7379 -5.9734 0.3118
C -3.4487 -5.7226 -0.4543
C -2.4640 -4.9102 0.3711
O -3.7429 -5.0245 -1.6625
H -5.2334 -5.0296 0.5617
H -5.4408 -6.5480 -0.2975
H -4.5469 -6.5227 1.2374
H -2.9950 -6.6779 -0.7328
H -2.8809 -3.9303 0.6225
H -1.5466 -4.7275 -0.1962
H -2.2046 -5.4274 1.2988
H -4.1446 -4.1776 -1.4261
C 2.7232 2.0494 -4.0415
C 2.2437 1.4322 -2.7373
C 0.7406 1.2010 -2.7537
O 2.5783 2.2959 -1.6521
H 2.2526 3.0237 -4.2084
H 3.8027 2.2207 -4.0111
H 2.4955 1.4018 -4.8920
H 2.7599 0.4826 -2.5685
H 0.2015 2.1461 -2.8761
H 0.4081 0.7678 -1.8060
H 0.4535 0.5279 -3.5660
H 2.1259 3.1396 -1.7925
```

The calculation puts the largest force on an atom at 4.74 eV Å⁻¹. For the LUMO energy, the calculation gives -1.927 eV. As for the SMILES: NCCCc1c(P(O)Br)cc2c(c1CC(=O)O)C(=O)C=CC2=O.CC(C)O.CC(C)O. As for the HOMO energy: -9.18 eV. The value obtained for the energy relative to the best compared isomer or geometry (same formula, charge and spin) is 157.5 kcal per mole.

***

Entry 2:
Entry from the Open Molecules 2025 dataset: one molecule with the formula C21H31ClN2O (the ωB97M-V functional and the def2-TZVPD basis).

```
56
C21H31ClN2O (the ωB97M-V functional and the def2-TZVPD basis)
O 5.2084 1.3257 1.1288
C 4.6562 1.9311 -0.0178
C 3.1739 2.2633 0.1417
C 2.3181 0.9922 0.2807
C 0.8533 1.3786 0.5590
N 0.2653 1.9776 -0.6248
C -1.0194 2.6134 -0.3873
C -2.1011 1.6722 0.0822
Cl -2.2414 1.5452 1.8073
C -2.8664 0.9578 -0.7430
C -3.8793 -0.0405 -0.4103
C -3.7143 -0.9667 0.6176
C -4.7010 -1.8964 0.8890
C -5.8675 -1.9175 0.1435
C -6.0351 -1.0132 -0.8927
C -5.0462 -0.0912 -1.1741
C 0.2671 1.0215 -1.7123
C 1.7227 0.6476 -2.0253
N 2.4634 0.1507 -0.8906
C 2.5329 -1.2887 -0.7043
C 1.4170 -1.9291 0.1384
C 1.5789 -3.4465 0.1691
C 2.9388 -3.8291 0.7429
C 4.0550 -3.1948 -0.0802
C 3.8976 -1.6781 -0.1210
H 5.0678 1.9123 1.8808
H 5.2155 2.8448 -0.2695
H 4.7823 1.2056 -0.8225
H 2.8342 2.8422 -0.7147
H 3.0358 2.8766 1.0364
H 2.6970 0.4366 1.1424
H 0.8178 2.1080 1.3715
H 0.2951 0.4845 0.8777
H -1.3301 3.0789 -1.3272
H -0.8641 3.3986 0.3571
H -2.7668 1.1739 -1.7999
H -2.8013 -0.9759 1.1923
H -4.5573 -2.6103 1.6870
H -6.6390 -2.6407 0.3627
H -6.9382 -1.0308 -1.4855
H -5.1785 0.6130 -1.9835
H -0.3143 0.1151 -1.4685
H -0.1806 1.4890 -2.5931
H 2.2267 1.5487 -2.3924
H 1.7443 -0.0967 -2.8233
H 2.4754 -1.7229 -1.7103
H 1.4607 -1.5471 1.1604
H 0.4401 -1.6768 -0.2809
H 0.7810 -3.8897 0.7700
H 1.4896 -3.8417 -0.8460
H 3.0482 -4.9159 0.7481
H 3.0075 -3.4806 1.7760
H 5.0262 -3.4515 0.3474
H 4.0225 -3.5919 -1.0979
H 4.0064 -1.2737 0.8854
H 4.6834 -1.2371 -0.7347
```

The calculation puts the largest force on an atom at 0.65 eV Å⁻¹. For the LUMO energy, the calculation gives 0.658 eV. As for the SMILES: OCC[C@H]1CN(C/C(Cl)=C/c2ccccc2)CCN1C1CCCCC1. As for the HOMO energy: -7.84 eV.

***

Entry 3:
Entry from the Open Molecules 2025 dataset: C21H31ErINO2P2 as an isolated structure at a distorted geometry (the ωB97M-V functional and the def2-TZVPD basis).

```
59
C21H31ErINO2P2 (the ωB97M-V functional and the def2-TZVPD basis)
C 0.0548 0.5687 -6.5867
C 0.0553 1.2893 -5.3514
H 0.0600 1.3014 -7.4331
H -0.8631 -0.0657 -6.6197
H 0.9691 -0.0710 -6.6134
O 0.0493 2.0458 -4.4613
I -0.2538 -2.8169 -2.5138
Er 0.0080 -0.4685 -0.9498
P 2.6178 0.4352 -0.8939
C 3.2519 1.7989 0.1384
C 3.5521 -0.9701 -0.1623
H 4.6356 -0.8104 -0.2541
H 4.5928 0.5515 -2.3066
H 3.2781 -1.8924 -0.6915
H 3.1303 0.0322 -3.2049
H 2.8942 1.6936 1.1705
H 3.2951 -1.0747 0.9004
C 3.5178 0.7296 -2.4507
H 4.3519 1.7941 0.1401
H 3.3511 1.7655 -2.7738
H 2.8899 2.7494 -0.2711
P -2.5678 0.4982 -0.9493
C -3.3581 1.8216 0.0198
C -3.4088 0.6907 -2.5620
H -3.0803 -1.8865 -0.7971
H -4.4850 -0.8948 -0.2899
H -3.0931 -1.1066 0.8137
C -3.3918 -0.9928 -0.2387
H -2.9914 -0.0359 -3.2731
H -4.4883 0.5127 -2.4448
H -4.4344 1.8696 -0.1987
H -2.9015 2.7798 -0.2579
H -3.2394 1.7126 -2.9304
H -3.2217 1.6563 1.0965
C 0.0442 1.9865 -0.9181
O 0.0584 3.1481 -0.8597
C 0.7270 2.1293 4.5967
C -0.2058 2.4789 3.6130
C -0.3316 1.7188 2.4505
C 0.3717 0.5054 2.3428
C 1.3437 0.1838 3.3158
C 1.5383 1.0001 4.4264
N 0.0476 -0.4381 1.3398
C -0.2272 -1.7517 1.7663
C 0.1913 -2.8571 0.9764
C -0.3983 -4.1047 1.1857
C -1.1274 -4.3435 2.3539
C -1.3387 -3.3033 3.2762
C -0.9172 -2.0100 2.9701
H 0.8274 2.7390 5.4973
H -0.8380 3.3569 3.7523
H -1.0231 1.9911 1.6532
H 1.9134 -0.7361 3.2083
H 2.3080 0.7550 5.1641
H 1.0012 -2.7238 0.2364
H -0.2958 -4.8851 0.4245
H -1.4833 -5.3552 2.5592
H -1.8485 -3.5141 4.2192
H -1.1131 -1.1807 3.6499
```

Its expectation value of S² is 3.753. The calculation puts the largest force on an atom at 6.26 eV Å⁻¹. The charge is +2. For the LUMO energy (spin up / spin down), the calculation gives -8.686 / -8.687 eV. As for the HOMO energy (spin up / spin down): -12.05 / -12.07 eV. Its multiplicity is 4.

***

Entry 4:
Entry from the Open Molecules 2025 dataset: C21H31F5MnP2S as an isolated structure at a distorted geometry (the ωB97M-V functional and the def2-TZVPD basis).

```
61
C21H31F5MnP2S (the ωB97M-V functional and the def2-TZVPD basis)
P -1.2496 -0.4868 -1.2441
P 0.5370 -3.3621 -0.8306
C -1.2703 -1.9529 -2.4577
C -1.1972 -3.1180 -1.5215
H -0.4332 -1.8670 -3.1531
H -2.2191 -1.9047 -2.9995
H -1.6822 -2.8471 -0.5073
H -1.6250 -4.0551 -1.8678
C 1.9150 -2.8758 -1.9782
H 2.8615 -3.1222 -1.4614
H 1.9350 -1.7943 -2.1926
H 1.8573 -3.4471 -2.9188
C 0.4734 -5.1860 -0.9825
H -0.2200 -5.4186 -1.8040
H 0.0692 -5.5979 -0.0515
H 1.4430 -5.6516 -1.2078
C -1.4601 0.7135 -2.6158
H -1.8938 1.6217 -2.2166
H -2.1509 0.2837 -3.3415
H -0.5119 0.9280 -3.0945
C -3.0960 -0.4211 -0.8897
H -3.3947 -0.8221 0.0885
H -3.5895 -0.9842 -1.6941
H -3.3732 0.6372 -0.9461
Mn -0.3742 -1.8291 0.1386
C 0.9653 3.0396 -0.6351
C 0.4280 3.0405 -1.8699
C -0.4891 4.0243 -2.5408
C -1.4840 4.6116 -1.5597
C -2.3966 3.5820 -0.9666
C -2.2025 2.8958 0.1746
C -1.1008 2.9986 1.1755
C 0.4037 2.8866 0.7456
C -1.1229 -2.5769 1.7981
H 2.0644 3.0829 -0.5541
H 0.8669 2.3294 -2.5647
H -1.0037 3.4945 -3.3608
H 0.0761 4.8712 -2.9559
H -0.9793 5.1545 -0.7523
H -2.0922 5.3532 -2.0904
H -3.2828 3.3520 -1.5690
H -3.0399 2.3203 0.5684
H -1.2892 2.1500 1.8592
H -1.1487 3.9047 1.8263
H 0.9830 3.5967 1.3670
H 0.7019 1.8793 1.0884
H -0.2447 -3.0778 2.2209
H -1.9788 -3.2633 1.6977
H -1.3657 -1.6697 2.3596
F 3.9988 0.8600 6.1517
C 3.6159 0.2090 5.0317
C 3.3282 -1.1659 5.0819
F 3.6284 -1.8649 6.1994
C 2.7728 -1.7933 3.9562
F 2.7273 -3.1474 3.9314
C 2.3917 -1.0542 2.7943
S 1.6191 -1.6389 1.3590
C 2.9423 0.2484 2.7251
F 3.0663 0.8090 1.4942
C 3.4640 0.9086 3.8303
F 3.8260 2.2096 3.7325
```

Its expectation value of S² is 8.780. The calculation puts the largest force on an atom at 7.36 eV Å⁻¹. For the LUMO energy (spin up / spin down), the calculation gives 0.327 / -0.330 eV. As for the HOMO energy (spin up / spin down): -6.58 / -7.36 eV. Its multiplicity is 6. The value obtained for the energy relative to the best compared isomer or geometry (same formula, charge and spin) is 72.1 kcal per mole.